1.
{
  "formula": "C19H26N2O3S",
  "method": "wB97M-V/def2-TZVPD",
  "symbols": ["C", "C", "H", "H", "O", "C", "C", "C", "C", "C", "C", "O", "C", "C", "H", "H", "H", "H", "H", "H", "C", "O", "N", "H", "C", "H", "H", "C", "C", "C", "C", "C", "S", "H", "H", "H", "N", "C", "H", "H", "H", "C", "H", "H", "H", "H", "H", "H", "H", "H", "H"],
  "positions_angstrom": [[4.938, 4.384, 1.565], [3.832, 3.682, 0.632], [3.186, 4.388, 0.340], [4.317, 3.243, -0.225], [3.294, 2.926, 1.322], [2.076, 2.350, 1.066], [1.542, 2.556, -0.192], [0.654, 1.660, -0.731], [-0.061, 0.868, 0.168], [0.224, 0.772, 1.440], [1.445, 1.343, 2.145], [1.849, 1.150, 3.328], [2.406, 2.188, 3.872], [1.587, 3.354, 4.302], [0.700, 3.201, 4.509], [2.043, 4.160, 5.026], [1.437, 4.038, 3.178], [3.319, 2.386, 3.704], [2.483, 1.446, 5.029], [-0.374, 0.177, 2.295], [-1.306, 0.150, -0.255], [-2.361, -0.011, 0.747], [-1.433, -0.333, -1.404], [-0.680, -0.119, -1.915], [-2.256, -1.239, -2.075], [-3.284, -1.220, -1.312], [-2.977, -0.431, -3.063], [-1.962, -2.606, -2.431], [-1.449, -3.114, -1.298], [-1.717, -3.132, -0.037], [-0.799, -4.169, 0.759], [0.056, -4.831, -0.137], [-0.238, -4.486, -1.706], [0.623, -5.514, 0.140], [-0.915, -4.090, 1.756], [-2.311, -2.612, 0.567], [-2.908, -3.356, -3.243], [-3.604, -2.810, -4.314], [-2.489, -2.733, -5.021], [-3.973, -1.922, -4.300], [-4.179, -3.622, -4.938], [-4.292, -3.438, -2.077], [-3.859, -3.722, -1.288], [-4.910, -2.553, -2.316], [-4.611, -4.372, -2.705], [-1.321, -2.390, -3.395], [0.111, 1.866, -1.800], [2.055, 3.010, -1.072], [5.800, 3.513, 1.884], [5.638, 5.170, 1.075], [4.654, 4.845, 2.403]],
  "forces_ev_per_angstrom": [[5.39, -2.87, -4.42], [10.66, 10.15, -6.33], [-2.17, 3.60, -2.02], [0.64, -0.08, -1.02], [-8.97, -13.00, 11.94], [-0.01, -2.25, 2.74], [1.35, -1.14, -2.32], [-3.82, 0.69, -1.48], [-1.94, -0.31, -4.01], [3.26, -0.95, 10.10], [-3.03, 2.96, -11.55], [-2.22, -3.85, -1.85], [-3.07, -0.94, 11.60], [7.94, 6.01, -5.70], [-8.61, -2.01, 2.48], [-0.46, -2.10, -1.43], [0.38, -1.51, 3.14], [6.52, 1.34, -2.15], [0.75, 2.88, -2.09], [0.86, 1.10, -2.79], [-6.20, 0.23, 10.31], [5.56, 0.67, -5.43], [-0.06, -2.03, -2.84], [3.70, 0.89, -2.67], [-10.62, 5.72, 0.77], [2.80, -0.34, -1.85], [2.53, -2.60, 2.41], [0.25, 3.96, -8.90], [4.38, -6.33, 0.18], [4.43, -4.53, 3.17], [-0.77, 2.11, -6.59], [-6.88, 6.20, 1.83], [-0.84, 1.86, -1.64], [5.40, -6.04, 2.29], [0.26, -0.54, 3.28], [-2.64, 2.55, 1.76], [-4.75, -1.21, 6.74], [6.84, -6.19, -5.51], [-3.15, 0.49, 0.66], [-2.78, 5.51, 0.36], [0.79, 1.66, 1.59], [-1.34, -0.99, -11.12], [2.56, -1.51, 6.70], [0.42, -0.60, 1.00], [-0.47, 1.67, 1.86], [1.01, -0.68, 1.88], [1.88, -0.59, 2.54], [0.16, 0.65, 1.60], [-2.60, 2.19, -0.74], [-1.38, -1.28, 0.18], [-1.94, 1.37, 3.36]],
  "gap_ha": 0.314,
  "largest_force_ha_per_bohr": 0.3850
}

2.
{
  "formula": "C19H26N2O4S",
  "method": "wB97M-V/def2-TZVPD",
  "symbols": ["C", "C", "C", "O", "C", "C", "C", "C", "S", "O", "O", "N", "C", "C", "N", "C", "C", "O", "C", "C", "C", "C", "C", "C", "C", "C", "H", "H", "H", "H", "H", "H", "H", "H", "H", "H", "H", "H", "H", "H", "H", "H", "H", "H", "H", "H", "H", "H", "H", "H", "H", "H"],
  "positions_angstrom": [[1.194, 3.369, 5.474], [1.414, 3.632, 3.989], [2.344, 2.586, 3.371], [1.821, 1.274, 3.453], [0.819, 0.885, 2.634], [0.315, 1.618, 1.582], [-0.713, 1.094, 0.790], [-1.240, -0.139, 1.044], [-2.521, -0.728, -0.044], [-3.641, -1.263, 0.673], [-2.786, 0.297, -1.019], [-1.751, -2.053, -0.742], [-0.743, -1.737, -1.728], [-1.328, -1.403, -3.105], [-0.282, -1.108, -4.071], [0.248, 0.238, -3.918], [1.400, 0.438, -4.902], [0.985, 0.240, -6.233], [0.442, -1.049, -6.389], [-0.736, -1.278, -5.442], [-0.763, -0.932, 2.108], [-1.283, -2.207, 2.401], [-0.784, -2.936, 3.447], [0.253, -2.427, 4.241], [0.776, -1.190, 3.981], [0.285, -0.413, 2.914], [0.502, 4.097, 5.890], [2.134, 3.433, 6.017], [0.779, 2.374, 5.620], [1.863, 4.617, 3.844], [0.453, 3.616, 3.473], [2.589, 2.842, 2.333], [3.275, 2.538, 3.943], [0.696, 2.597, 1.343], [-1.111, 1.665, -0.035], [-2.427, -2.735, -1.055], [-0.193, -0.885, -1.325], [-0.055, -2.583, -1.816], [-2.039, -0.571, -2.994], [-1.878, -2.280, -3.461], [0.619, 0.368, -2.901], [-0.532, 0.996, -4.109], [1.781, 1.459, -4.849], [2.207, -0.269, -4.656], [0.122, -1.123, -7.430], [1.215, -1.805, -6.187], [-1.107, -2.297, -5.570], [-1.545, -0.570, -5.693], [-2.089, -2.580, 1.793], [-1.191, -3.912, 3.668], [0.634, -3.016, 5.062], [1.572, -0.785, 4.586]],
  "forces_ev_per_angstrom": [[-0.04, 0.07, -0.20], [0.12, -0.41, 0.07], [0.05, 0.64, -0.07], [-0.26, -0.39, -0.04], [-0.13, 0.07, -0.23], [0.37, 0.10, 0.34], [-0.24, -0.18, -0.09], [-0.47, 0.13, -0.71], [0.14, -0.37, -0.33], [0.10, -0.16, 0.18], [0.31, 0.09, 0.16], [-0.53, 0.67, 0.57], [0.26, 0.18, -0.47], [0.11, 0.04, 0.11], [-0.09, -0.09, 0.02], [0.27, 0.01, -0.22], [-0.03, 0.13, 0.38], [-0.04, 0.15, -0.09], [-0.32, -0.27, -0.03], [0.32, 0.02, -0.20], [0.33, -0.03, 0.40], [0.04, -0.23, 0.23], [-0.13, 0.04, -0.19], [0.15, 0.15, 0.06], [0.06, -0.07, 0.12], [-0.18, -0.09, -0.11], [-0.05, 0.03, 0.11], [0.08, -0.01, 0.11], [-0.04, -0.07, 0.09], [-0.01, 0.02, -0.09], [0.03, 0.10, -0.07], [0.01, -0.11, 0.08], [-0.07, 0.03, -0.12], [0.05, 0.08, 0.04], [0.00, 0.09, -0.08], [-0.31, -0.06, 0.12], [0.22, -0.06, -0.12], [0.00, 0.14, 0.03], [0.02, -0.15, -0.12], [-0.02, 0.02, 0.00], [0.02, 0.08, 0.01], [0.03, -0.02, 0.04], [0.01, -0.08, 0.06], [-0.04, 0.08, 0.01], [0.02, -0.07, 0.07], [-0.07, 0.03, -0.04], [-0.03, 0.02, -0.03], [0.00, -0.05, 0.00], [-0.02, -0.15, 0.10], [-0.06, -0.08, -0.01], [0.05, -0.02, 0.07], [0.05, -0.01, 0.06]],
  "smiles": "CCCOc1ccc(S(=O)(=O)NCCN2CCOCC2)c2ccccc12",
  "gap_ha": 0.316,
  "largest_force_ha_per_bohr": 0.0200
}

Going through the records in order, we get ΔE to the lowest compared entry with this formula, charge and spin values of 2170.38; 318.83 kJ/mol.